--- 1 ---
Below is the molecule C14H20N2O3S, with properties calculated with wB97M-V/def2-TZVPD.

Geometry as ORCA input:
```
! wB97M-V def2-TZVPD RIJCOSX def2/J DEFGRID3
* xyz 0 1
C -1.75942 -0.85812 -0.80041
C -0.96393 -0.73179 -2.20945
C -2.62606 -1.93903 -0.81816
C -3.12710 -2.12414 0.58907
C -4.61308 -1.93777 2.80320
C 0.82331 0.73976 -1.29754
C 0.87993 2.25626 -1.69799
C 2.14665 0.08457 -1.18536
C 2.92012 0.76246 -0.01421
C 2.94990 0.04023 1.08970
C 3.48597 2.04785 -0.16970
C 4.07315 0.43254 2.03403
C 4.44698 2.51634 0.83346
C 4.90961 1.61808 1.87934
H -2.80693 0.40406 0.53254
H -2.90166 0.89510 -1.18834
H -1.04055 -1.05109 -0.02499
H -3.54272 -1.69544 -1.45160
H -2.29722 -2.92302 -1.21543
H -3.38179 -3.33023 0.91271
H -2.24146 -1.82941 1.38080
H -3.84602 -1.45506 3.69978
H -4.60557 -3.17510 2.76522
H -5.85296 -1.56911 3.05718
H 0.31078 0.06002 -3.18316
H 0.05962 0.58116 -0.42434
H 2.35160 -0.92273 -1.10883
H 2.63454 0.30438 -2.16081
H 2.20435 -0.77723 1.31690
H 3.21406 2.49487 -1.13413
H 4.80700 -0.14575 2.89007
H 4.95926 3.57499 0.59512
H 5.80377 1.85183 2.61267
H -0.94087 1.96422 -0.82570
N -2.25300 0.53824 -0.41416
N -0.01965 0.20172 -2.30196
O -1.37773 -1.34785 -3.21493
O 1.84697 2.79549 -2.18706
O -0.26171 2.66700 -1.27613
S -4.36812 -1.01830 1.31260
*
```

Properties
HOMO-LUMO gap in Ha: 0.334
LUMO level in hartree: 0.01380

--- 2 ---
Below is the molecule C14H20N2O3S, with properties calculated with wB97M-V/def2-TZVPD.

Geometry as ORCA input:
```
! wB97M-V def2-TZVPD RIJCOSX def2/J DEFGRID3
* xyz 0 1
C -1.04309 -2.62276 1.62676
C -0.58643 -1.17318 1.44163
C -2.51203 -2.73377 1.19204
C -2.78989 -2.21052 -0.21072
C -4.57236 -1.64065 -2.22072
C 0.71352 0.44796 0.12753
C -0.41797 1.21672 -0.59704
C 2.00417 0.42742 -0.67855
C 2.74142 1.74680 -0.64873
C 3.61906 2.01330 0.40697
C 2.54390 2.71937 -1.61290
C 4.30337 3.21571 0.48174
C 3.22531 3.95100 -1.55421
C 4.11005 4.19468 -0.49986
H -1.34482 -2.40514 3.58814
H 0.09556 -3.07942 3.26901
H -0.45115 -3.26509 0.96860
H -3.13071 -2.15171 1.94739
H -2.78856 -3.77250 1.27840
H -2.09528 -2.69130 -0.92225
H -2.62108 -1.11268 -0.22771
H -5.54680 -1.74997 -2.62034
H -4.38111 -0.59951 -2.06887
H -3.84006 -2.08647 -2.95500
H 0.51061 -1.63015 -0.25515
H 0.87974 0.94796 1.09477
H 2.63699 -0.35983 -0.27970
H 1.76226 0.12629 -1.70466
H 3.82004 1.25655 1.19991
H 1.86884 2.54063 -2.44364
H 4.98564 3.39834 1.27311
H 3.05168 4.70548 -2.32568
H 4.67469 5.13101 -0.44330
H -1.39585 1.05433 1.03479
N -0.90871 -3.06501 3.00052
N 0.24937 -0.89713 0.42287
O -1.00518 -0.29094 2.19772
O -0.35248 1.54825 -1.75182
O -1.51218 1.44684 0.14330
S -4.50049 -2.55088 -0.67437
*
```

Properties
HOMO-LUMO gap in Ha: 0.332
LUMO level in hartree: 0.01461

Sorted by energy, starting with the most stable: 2, 1.

--- 1 ---
Below is the molecule Br2H2NOP, with properties calculated with wB97M-V/def2-TZVPD.

Geometry as ORCA input:
```
! wB97M-V def2-TZVPD RIJCOSX def2/J DEFGRID3
* xyz 0 1
N -0.21120 -0.11329 -0.21345
O -2.60257 -0.23141 -1.27064
P -1.18756 -0.46820 -1.50509
Br -0.30979 0.20544 -3.34842
Br -0.68812 -2.74105 -1.62846
H 0.60099 -0.66845 -0.12341
H -0.73737 0.33063 0.60156
*
```

Properties
HOMO-LUMO gap in Ha: 0.380
LUMO level in hartree: -0.00769

--- 2 ---
Below is a cluster of 2 separate species, Br2H2NOP in total, with properties calculated with wB97M-V/def2-TZVPD.

Geometry as ORCA input:
```
! wB97M-V def2-TZVPD RIJCOSX def2/J DEFGRID3
* xyz 0 1
N -0.22597 0.21343 -0.28703
O -0.58859 2.36524 -1.68886
P -1.26141 1.30604 -1.01116
Br -2.63102 -0.01607 -2.25145
Br 3.09244 -0.51632 2.18848
H -0.58866 -0.72791 -0.23633
H 0.28733 0.54268 0.51902
*
```

Properties
HOMO-LUMO gap (alpha / beta) in Ha: 0.340 / 0.170
LUMO level (alpha / beta) in hartree: -0.06304 / -0.15112

Sorted by energy, starting with the most stable: 1, 2.

--- 1 ---
Below is the molecule C8H16O, with properties calculated with wB97M-V/def2-TZVPD.

Geometry as ORCA input:
```
! wB97M-V def2-TZVPD RIJCOSX def2/J DEFGRID3
* xyz 0 1
C -0.87082 1.01202 0.05946
C -0.26006 -0.33185 -0.10047
C 1.38260 0.00657 -0.66003
C -0.32509 -1.28183 1.09040
C 2.16660 1.05581 0.11499
C 2.17888 -1.29062 -0.75675
C -2.55508 0.63726 0.18442
C -3.31060 0.30410 -0.86330
O -0.51360 1.74438 1.18807
H -0.66199 1.20813 1.98177
H -0.78785 1.65078 -0.81962
H -0.67252 -0.83567 -0.97891
H 1.25891 0.38783 -1.68166
H -3.03597 0.87938 1.13194
H -0.54200 -0.77450 2.03338
H 0.59307 -1.85215 1.23402
H -1.13318 -2.00351 0.93048
H 2.44226 -1.67946 0.23329
H 1.62901 -2.06488 -1.30042
H 2.21535 0.80880 1.17943
H 3.19420 1.14451 -0.26224
H 1.74947 2.05850 -0.01775
H 3.12684 -1.13145 -1.28669
H -2.87317 0.10201 -1.83938
H -4.39528 0.24583 -0.79440
*
```

Properties
HOMO-LUMO gap in Ha: 0.369
LUMO level in hartree: 0.03428

--- 2 ---
Below is the molecule C8H16O, with properties calculated with wB97M-V/def2-TZVPD.

Geometry as ORCA input:
```
! wB97M-V def2-TZVPD RIJCOSX def2/J DEFGRID3
* xyz 0 1
C -0.02062 -0.37747 0.60516
C 1.13460 -0.15216 -0.32821
C -1.34820 0.25684 -0.08916
C 2.58182 -0.25936 0.23718
C 2.01911 1.05006 -0.22016
C -0.21554 -1.87452 0.86619
C -1.78222 -0.40114 -1.39400
C -1.20036 1.76352 -0.27422
O 0.23563 0.29295 1.82063
H -0.48006 0.09151 2.43291
H 0.99481 -0.59002 -1.30723
H -2.14067 0.08109 0.65167
H 1.77816 1.76996 0.54587
H 2.69650 -0.40343 1.29954
H 3.32327 -0.75527 -0.37131
H 2.39096 1.48064 -1.13975
H -1.15113 -2.05353 1.39599
H -0.22063 -2.43504 -0.06341
H 0.60803 -2.23630 1.47891
H -1.95834 -1.46659 -1.26927
H -0.51047 1.98329 -1.08496
H -2.16396 2.21199 -0.51411
H -2.70707 0.05692 -1.74389
H -1.03539 -0.25905 -2.17163
H -0.82821 2.22513 0.63729
*
```

Properties
HOMO-LUMO gap in Ha: 0.379
LUMO level in hartree: 0.03369

--- 3 ---
Below is a structure of composition C8H16O, with properties calculated with wB97M-V/def2-TZVPD.

Geometry as ORCA input:
```
! wB97M-V def2-TZVPD RIJCOSX def2/J DEFGRID3
* xyz 0 1
C -1.76169 -0.46583 0.18573
C -1.25755 0.43247 1.83075
C -2.98339 -0.37633 -0.66157
C -0.99605 -1.74612 0.28558
O -1.20424 0.73872 0.49036
H -0.32130 0.51220 2.36293
H -2.19561 0.31328 2.34821
H -1.47380 -2.49406 0.92441
H -3.89405 -0.58627 -0.08742
H -2.94680 -1.08578 -1.49058
H -3.09084 0.63195 -1.07209
H -0.90311 -2.19694 -0.71073
H -0.00805 -1.54450 0.70433
C 1.86872 1.92193 0.16223
C 1.43770 0.20927 -1.65786
C 2.02102 0.50210 -0.30414
C 2.63815 -0.42616 0.42137
H 1.57146 -0.83473 -1.94128
H 0.81020 2.18920 0.20718
H 2.30806 2.07536 1.14775
H 2.34182 2.61193 -0.54210
H 1.90171 0.83881 -2.42258
H 0.36870 0.43612 -1.66139
H 2.73303 -1.44811 0.07653
H 3.03590 -0.20852 1.40437
*
```

Properties
HOMO-LUMO gap (alpha / beta) in Ha: 0.306 / 0.306
LUMO level (alpha / beta) in hartree: 0.03182 / 0.03182

Sorted by energy, starting with the most stable: 2, 1, 3.

--- 1 ---
Below is a cluster of 2 separate species, CH3N5O in total, with properties calculated with wB97M-V/def2-TZVPD.

Geometry as ORCA input:
```
! wB97M-V def2-TZVPD RIJCOSX def2/J DEFGRID3
* xyz 2 1
C 0.41997 0.72392 1.22690
N -1.71371 1.54773 0.19890
N -1.68301 2.08684 1.18109
N -1.28162 0.80684 -0.61680
N 0.58910 1.59584 2.04546
N 0.30839 -0.05937 0.20129
O 0.71588 2.27595 2.90079
H -1.95253 0.14891 -1.04418
H 1.01990 -0.02338 -0.67089
H -0.38855 -0.89414 0.21243
*
```

Properties
HOMO-LUMO gap (alpha / beta) in Ha: 0.279 / 0.284
LUMO level (alpha / beta) in hartree: -0.51557 / -0.51289

--- 2 ---
Below is the ion CH3N5O with charge +2, with properties calculated with wB97M-V/def2-TZVPD.

Geometry as ORCA input:
```
! wB97M-V def2-TZVPD RIJCOSX def2/J DEFGRID3
* xyz 2 1
C -1.02525 0.55583 -0.10547
N -2.08913 -1.57308 0.14576
N -2.94373 -0.80098 0.14221
N -0.96437 -1.72265 -0.10989
N -2.30677 0.61982 0.03540
N 0.07321 1.15672 -0.03524
O -2.95880 1.54818 -0.15034
H -0.44041 -2.59001 -0.02878
H 0.70439 1.29758 -0.88460
H 0.36919 1.69180 0.70633
*
```

Properties
HOMO-LUMO gap in Ha: 0.267
LUMO level in hartree: -0.52966

Sorted by energy, starting with the most stable: 1, 2.

--- 1 ---
Below is a cluster of 2 separate species, C2H5N4O in total, with properties calculated with wB97M-V/def2-TZVPD.

Geometry as ORCA input:
```
! wB97M-V def2-TZVPD RIJCOSX def2/J DEFGRID3
* xyz 1 1
C 0.47579 -0.61596 1.12456
C -0.22161 0.65916 -1.34468
N 0.93032 -1.41572 0.36270
N 0.56448 -0.20821 -1.83965
N -0.32418 0.31378 1.30017
N -1.19866 1.13408 -0.88950
O -0.40885 1.35312 2.29793
H 1.01562 -2.37409 -0.02041
H 0.83526 -0.87539 -1.06606
H 0.96635 -0.29949 -2.82783
H -1.85045 1.39073 -0.22163
H -0.78408 0.93799 3.12440
*
```

Properties
HOMO-LUMO gap in Ha: 0.358
LUMO level in hartree: -0.16850

--- 2 ---
Below is the ion C2H5N4O with charge +1, with properties calculated with wB97M-V/def2-TZVPD.

Geometry as ORCA input:
```
! wB97M-V def2-TZVPD RIJCOSX def2/J DEFGRID3
* xyz 1 1
C 0.07067 -1.17095 0.03460
C 1.61022 0.52775 -0.42670
N -0.91620 -0.49724 -0.26907
N -1.87673 0.08145 -0.67363
N 1.39413 -0.83338 -0.14154
N -2.57327 0.81057 0.12644
O 2.84081 0.75258 -0.08677
H -0.15530 -2.08607 0.58217
H 2.06255 -1.56232 0.03906
H -2.16898 0.90910 1.11407
H -3.51448 1.34517 -0.15801
H 3.22659 1.72333 -0.14061
*
```

Properties
HOMO-LUMO gap in Ha: 0.342
LUMO level in hartree: -0.15670

Sorted by energy, starting with the most stable: 2, 1.

--- 1 ---
Below is the molecule C19H30N2O2, with properties calculated with wB97M-V/def2-TZVPD.

Geometry as ORCA input:
```
! wB97M-V def2-TZVPD RIJCOSX def2/J DEFGRID3
* xyz 0 1
C -2.95018 -2.89626 -1.29018
H -3.46170 -2.27839 -2.01934
C -3.26624 -2.67330 0.06717
N -3.20498 -1.50356 0.70021
C -1.95116 -1.38938 1.18526
H -2.15764 -0.41640 2.02625
H -1.83555 -2.18406 2.16091
C -0.80586 -0.93975 0.27681
C 0.32862 -0.30259 1.07511
N 1.61869 -0.08512 0.39592
C 2.24561 -1.02493 -0.01109
C 3.62252 -0.80135 -0.44465
C 4.39692 -0.87785 -1.63795
C 5.74092 -0.30606 -1.15935
C 5.78751 -0.44776 0.03559
O 4.52012 -0.77148 0.81001
C 6.97029 -0.36843 1.14750
H 7.78740 0.00143 0.61188
H 6.80513 0.70676 1.72567
H 7.10344 -1.05724 1.79645
H 6.46928 -0.18423 -1.97078
H 3.83375 -0.66328 -2.35190
H 2.27926 -1.82933 0.84856
H 1.78978 -1.64009 -0.74934
C 1.38209 1.06479 -0.94075
C 0.72002 2.13560 -0.29162
C 1.00529 3.00539 0.46851
C -0.11534 4.18107 0.51852
C -1.21085 3.35610 -0.04823
O -0.62238 2.19357 -0.59594
C -2.53076 3.87545 -0.49906
H -2.72025 3.87631 -1.64626
H -2.75714 4.72945 0.08439
H -3.24164 2.85135 -0.13868
H -0.26746 4.88864 1.06900
H 1.99475 3.56858 0.95086
H 2.40736 1.18803 -1.22199
H 0.84344 0.44768 -1.27542
H 0.02910 0.66118 1.62534
H 0.55825 -0.85735 2.08902
H -0.37685 -1.97741 0.11159
H -1.23611 -0.20964 -0.15626
C -3.92838 -0.38235 0.05267
C -5.39783 -0.59007 -0.06348
H -5.74399 -1.17597 -0.85126
H -5.60245 0.42569 -0.46730
H -5.69406 -0.77326 0.92780
H -3.27025 -0.34213 -0.94447
H -3.56111 0.64200 0.50761
H -2.99452 -3.41966 0.74203
H -4.45832 -2.98558 0.12117
H -1.93588 -2.57661 -1.56757
H -2.94067 -3.86822 -1.78897
*
```

Properties
HOMO-LUMO gap in Ha: 0.317
LUMO level in hartree: 0.02650

--- 2 ---
Below is a structure of composition C19H30N2O2, with properties calculated with wB97M-V/def2-TZVPD.

Geometry as ORCA input:
```
! wB97M-V def2-TZVPD RIJCOSX def2/J DEFGRID3
* xyz 0 1
C 2.76474 0.38029 5.57680
C 2.37462 -0.83406 4.65150
O 1.01613 -0.89359 4.32228
C 0.60566 0.06370 3.43177
C 1.54494 0.94992 2.57224
C 0.77944 1.66467 1.72118
C -0.69831 1.77854 1.61812
C -1.23641 0.86829 2.36198
C -0.69274 0.07597 3.37760
H -1.40792 -0.42828 3.97656
H -2.45165 0.74640 2.34973
C -1.06288 2.37083 0.48118
N -1.28821 1.99472 -0.93717
C -2.47383 0.71426 -0.93865
C -1.79248 -0.61214 -0.67985
N -0.94637 -0.87511 -1.49144
C -0.45708 -2.12711 -1.52136
C -1.49158 -3.28623 -1.91160
H -2.15733 -3.01400 -2.70623
H -2.00494 -3.98870 -1.13357
C -0.21526 -4.01739 -2.75988
H -0.69547 -4.36079 -3.65503
H 0.04264 -5.00087 -2.26360
C 0.39524 -2.80085 -2.49514
H 0.73815 -2.29072 -3.50726
H 1.57806 -2.95125 -2.39189
H -0.00591 -2.34090 -0.50281
C 0.26118 -0.15148 -1.38934
H 0.98515 -0.19035 -1.92119
C -0.29810 1.48827 -1.66007
C -0.47309 1.50077 -3.16079
H -1.11127 2.43738 -3.26200
H -0.97117 0.65495 -3.56089
C 0.78322 2.09100 -3.92005
O 1.36345 3.22441 -3.45899
H 0.63270 3.65410 -3.52039
H 0.66569 2.01871 -5.06672
H 1.25050 1.18902 -3.74338
H 0.56540 2.09802 -1.35198
H 0.54162 -0.17921 -0.17437
H -2.90335 -1.24458 -0.86899
H -1.78549 -0.76873 0.57919
H -3.22083 1.10167 -0.12038
H -2.86320 0.96058 -1.89095
H -2.06372 2.78028 0.82144
H -0.55847 3.39429 0.04502
H 1.39944 2.25953 0.93391
H 2.40905 0.91084 2.59275
H 3.10436 -1.05574 3.85112
H 2.49129 -1.80310 5.54759
H 2.30618 0.40279 6.48220
H 3.94873 0.22276 5.83986
H 2.77949 1.21824 4.83193
*
```

Properties
HOMO-LUMO gap in Ha: 0.322
LUMO level in hartree: 0.02874

Sorted by energy, starting with the most stable: 2, 1.